{"formula": "C93H201N11O9", "method": "wB97M-V/def2-TZVPD", "e_homo_ev": -7.90, "e_tot_ha": -4942.96251, "gap_ev": 8.3, "elements": ["C", "C", "C", "C", "C", "C", "C", "C", "C", "N", "O", "H", "H", "H", "H", "H", "H", "H", "H", "H", "H", "H", "H", "H", "H", "H", "H", "H", "H", "H", "C", "C", "C", "C", "C", "C", "C", "C", "C", "N", "O", "H", "H", "H", "H", "H", "H", "H", "H", "H", "H", "H", "H", "H", "H", "H", "H", "H", "H", "H", "C", "C", "C", "C", "C", "C", "C", "C", "C", "N", "O", "H", "H", "H", "H", "H", "H", "H", "H", "H", "H", "H", "H", "H", "H", "H", "H", "H", "H", "H", "C", "C", "C", "C", "C", "C", "C", "C", "C", "N", "O", "H", "H", "H", "H", "H", "H", "H", "H", "H", "H", "H", "H", "H", "H", "H", "H", "H", "H", "H", "C", "C", "C", "C", "C", "C", "C", "C", "C", "N", "O", "H", "H", "H", "H", "H", "H", "H", "H", "H", "H", "H", "H", "H", "H", "H", "H", "H", "H", "H", "C", "C", "C", "C", "C", "C", "C", "C", "C", "N", "O", "H", "H", "H", "H", "H", "H", "H", "H", "H", "H", "H", "H", "H", "H", "H", "H", "H", "H", "H", "C", "C", "C", "C", "C", "C", "C", "C", "C", "N", "O", "H", "H", "H", "H", "H", "H", "H", "H", "H", "H", "H", "H", "H", "H", "H", "H", "H", "H", "H", "C", "C", "C", "C", "C", "C", "C", "C", "C", "N", "O", "H", "H", "H", "H", "H", "H", "H", "H", "H", "H", "H", "H", "H", "H", "H", "H", "H", "H", "H", "C", "C", "C", "C", "C", "C", "C", "C", "C", "N", "O", "H", "H", "H", "H", "H", "H", "H", "H", "H", "H", "H", "H", "H", "H", "H", "H", "H", "H", "H", "C", "C", "N", "C", "C", "C", "C", "H", "H", "H", "H", "H", "H", "H", "H", "H", "H", "H", "H", "H", "H", "H", "C", "C", "N", "C", "C", "C", "C", "H", "H", "H", "H", "H", "H", "H", "H", "H", "H", "H", "H", "H", "H", "H"], "coordinates": [[1.3236, 8.6249, 1.5691], [1.6591, 7.1437, 1.7376], [1.1079, 6.5725, 3.1078], [1.0143, 6.4552, 0.5446], [1.6458, 5.1483, 0.1270], [3.1764, 5.2091, -0.1198], [3.8062, 5.7400, 1.2249], [3.8766, 4.6073, 2.3202], [5.2815, 6.1038, 0.8205], [3.1347, 6.9501, 1.6837], [3.7942, 7.5012, 2.7982], [1.8505, 9.0122, 0.6970], [0.2501, 8.8095, 1.5277], [1.7257, 9.1793, 2.4170], [0.0923, 6.9062, 3.3204], [1.2633, 5.4936, 3.1139], [1.6190, 7.0212, 3.9596], [0.0105, 6.2446, 0.9135], [0.9463, 7.0840, -0.3432], [1.4356, 4.3755, 0.8663], [1.1752, 4.9180, -0.8288], [3.4709, 5.8093, -0.9807], [3.5761, 4.2103, -0.2947], [4.5583, 3.7895, 2.0866], [2.8893, 4.1966, 2.5317], [4.2631, 5.0678, 3.2294], [5.3726, 6.8287, 0.0115], [5.8875, 5.2192, 0.6245], [5.7788, 6.6809, 1.6001], [4.0063, 8.4006, 2.5381], [-1.0513, 3.4909, 2.6668], [-2.2657, 3.7334, 3.5601], [-1.8983, 3.4714, 5.0247], [-2.6645, 5.2455, 3.4538], [-3.4030, 5.5854, 2.1311], [-4.6500, 4.7671, 2.0929], [-4.4115, 3.2050, 2.2176], [-5.7984, 2.6057, 2.5247], [-3.9268, 2.7933, 0.8149], [-3.4380, 2.9106, 3.2748], [-3.2058, 1.5014, 3.3805], [-0.9542, 2.5258, 2.1697], [-0.9816, 4.1632, 1.8116], [-0.2007, 3.6695, 3.3246], [-2.7791, 3.4252, 5.6652], [-1.3034, 2.5588, 5.0589], [-1.1786, 4.1562, 5.4733], [-3.2710, 5.5489, 4.3072], [-1.7097, 5.7430, 3.6241], [-3.5439, 6.6658, 2.0997], [-2.7948, 5.2492, 1.2914], [-5.1835, 4.8832, 1.1495], [-5.2963, 5.1088, 2.9014], [-6.5276, 2.5929, 1.7147], [-6.1806, 3.0060, 3.4637], [-5.5789, 1.5388, 2.5649], [-3.8730, 1.7047, 0.8094], [-2.9429, 3.1463, 0.5061], [-4.7174, 3.0407, 0.1065], [-3.7790, 1.2854, 4.1197], [5.5318, -5.5871, -2.2100], [4.4339, -5.7659, -1.1520], [3.2173, -6.4976, -1.8266], [5.0445, -6.6148, 0.0153], [4.3261, -6.4795, 1.3520], [4.1771, -5.0823, 1.8287], [3.5357, -4.1546, 0.7254], [1.9571, -4.4096, 0.8037], [3.9236, -2.7137, 1.2120], [4.1322, -4.4144, -0.5865], [3.7984, -3.4370, -1.4818], [5.9613, -6.5540, -2.4722], [5.0896, -5.1148, -3.0872], [6.2893, -4.8979, -1.8366], [2.7984, -5.9102, -2.6437], [3.4199, -7.5319, -2.1044], [2.3742, -6.6302, -1.1486], [4.9259, -7.6434, -0.3253], [6.1107, -6.4361, 0.1538], [3.3703, -6.9818, 1.2034], [4.7526, -7.0774, 2.1574], [5.0975, -4.6137, 2.1769], [3.5503, -5.1620, 2.7169], [1.5946, -4.3614, 1.8306], [1.5271, -5.3282, 0.4045], [1.4125, -3.5990, 0.3194], [5.0034, -2.5955, 1.3025], [3.4259, -2.5956, 2.1745], [3.7129, -1.8903, 0.5296], [4.5206, -2.8099, -1.3998], [3.7594, 5.4881, -4.4645], [2.2823, 4.9191, -4.8504], [2.4083, 4.0666, -6.1161], [1.7968, 4.0904, -3.6391], [0.2914, 3.8397, -3.6804], [-0.5217, 5.1545, -3.8040], [-0.0166, 6.0294, -5.0446], [-0.7241, 5.5227, -6.3259], [-0.5196, 7.4466, -4.7856], [1.4338, 6.0988, -5.0867], [1.9642, 7.0438, -6.0231], [4.5268, 4.7677, -4.1810], [4.2361, 6.0414, -5.2736], [3.7113, 6.2042, -3.6442], [2.7587, 4.6117, -6.9926], [3.0594, 3.2659, -5.7653], [1.4553, 3.6047, -6.3740], [2.0705, 3.0365, -3.5904], [2.2328, 4.4493, -2.7069], [0.0421, 3.2622, -4.5706], [-0.0731, 3.3978, -2.7531], [-0.3886, 5.6096, -2.8225], [-1.5424, 4.8083, -3.9669], [-1.8072, 5.5641, -6.2103], [-0.4082, 4.4828, -6.4088], [-0.5238, 6.1390, -7.2023], [-0.2362, 7.8159, -3.8001], [-1.6032, 7.4654, -4.9020], [-0.1601, 8.1884, -5.4989], [2.0775, 7.8734, -5.5535], [7.3094, 1.7618, -3.1815], [6.1554, 0.9060, -3.6363], [4.7463, 1.1862, -2.9561], [5.9052, 1.2764, -5.1333], [6.7988, 0.5461, -6.0641], [6.7435, -0.9323, -5.8673], [7.1396, -1.4204, -4.4446], [6.5595, -2.8506, -4.2839], [8.6433, -1.4347, -4.1456], [6.3746, -0.5717, -3.4899], [6.5382, -0.9593, -2.2131], [7.7097, 1.3594, -2.2510], [8.2047, 1.8238, -3.8002], [6.8736, 2.7427, -2.9920], [4.4136, 2.2240, -2.9747], [3.9003, 0.6539, -3.3910], [4.8610, 0.9108, -1.9077], [4.9299, 0.9340, -5.4792], [5.9184, 2.3358, -5.3890], [6.5219, 0.7920, -7.0893], [7.7664, 1.0432, -5.9951], [7.4012, -1.4895, -6.5344], [5.7346, -1.3170, -6.0164], [7.1005, -3.4968, -4.9751], [5.4846, -2.9565, -4.4303], [6.7519, -3.1844, -3.2643], [8.9513, -1.5351, -3.1048], [9.1441, -0.5166, -4.4527], [9.0937, -2.2813, -4.6638], [7.4521, -0.7562, -2.0006], [-4.6258, -1.5623, 4.2437], [-4.2856, -1.8242, 5.7181], [-5.5875, -2.1025, 6.5479], [-3.3444, -3.1500, 5.7155], [-2.5644, -3.3682, 7.0156], [-1.6950, -2.1455, 7.3312], [-2.4869, -0.8222, 7.3575], [-3.1712, -0.8083, 8.7205], [-1.4908, 0.3864, 7.3874], [-3.4537, -0.7064, 6.1885], [-4.0081, 0.4930, 6.2560], [-5.2042, -0.6531, 4.0796], [-3.6950, -1.4131, 3.6964], [-5.2105, -2.3525, 3.7727], [-6.2077, -1.2062, 6.5607], [-6.2720, -2.8658, 6.1777], [-5.4518, -2.4187, 7.5822], [-3.9641, -4.0404, 5.6097], [-2.6550, -3.2000, 4.8727], [-3.3209, -3.5624, 7.7760], [-1.9007, -4.2300, 6.9455], [-0.8991, -2.0762, 6.5896], [-1.2558, -2.4589, 8.2783], [-3.9896, -0.0915, 8.7883], [-2.4866, -0.5011, 9.5111], [-3.5784, -1.7890, 8.9666], [-0.6985, 0.3033, 8.1313], [-1.9356, 1.3221, 7.7260], [-1.0586, 0.6980, 6.4365], [-4.5020, 0.5427, 7.0777], [-7.0139, -1.8290, 1.4083], [-7.1648, -1.0933, 0.0535], [-8.3794, -0.2233, 0.0525], [-5.9570, -0.1254, -0.1603], [-5.7763, 0.4090, -1.5609], [-5.8914, -0.7144, -2.6448], [-7.0902, -1.6736, -2.4101], [-8.3637, -0.9624, -3.0364], [-6.8759, -2.9750, -3.2391], [-7.1968, -2.1163, -1.0219], [-8.0853, -3.1359, -0.7766], [-6.2416, -2.5743, 1.2183], [-6.7024, -1.2523, 2.2792], [-7.9191, -2.3605, 1.7020], [-8.4465, 0.4776, 0.8845], [-8.4335, 0.3632, -0.8646], [-9.2473, -0.8822, 0.0247], [-5.9306, 0.7288, 0.5162], [-5.0871, -0.7520, 0.0363], [-6.5724, 1.1335, -1.7327], [-4.8265, 0.9427, -1.5944], [-4.9484, -1.2602, -2.6138], [-5.9339, -0.2549, -3.6323], [-8.4820, -0.9171, -4.1190], [-8.2790, 0.1053, -2.8340], [-9.2936, -1.3377, -2.6091], [-6.4274, -2.8075, -4.2184], [-7.7684, -3.5740, -3.4203], [-6.1015, -3.6281, -2.8369], [-7.5563, -3.9107, -0.5726], [0.1976, -0.1236, -4.0073], [0.1129, -1.0053, -5.2765], [-0.6413, -0.1666, -6.2870], [1.4462, -1.0887, -5.9574], [2.3724, -2.1464, -5.2302], [1.6202, -3.5167, -5.1439], [0.2880, -3.5156, -4.4163], [-0.4128, -4.8312, -4.7892], [0.4087, -3.4808, -2.8822], [-0.4758, -2.3413, -4.8844], [-1.8618, -2.2461, -4.5142], [-0.7248, 0.1362, -3.4879], [0.8876, -0.6133, -3.3202], [0.5789, 0.8894, -4.1355], [-1.6700, -0.0512, -5.9457], [-0.1727, 0.8158, -6.3464], [-0.7700, -0.6417, -7.2595], [1.2706, -1.5112, -6.9467], [2.0001, -0.1550, -6.0552], [3.2684, -2.4273, -5.7837], [2.6954, -1.8563, -4.2304], [2.2968, -4.2574, -4.7179], [1.4584, -3.8354, -6.1737], [-1.4223, -4.8749, -4.3805], [0.1859, -5.6536, -4.3978], [-0.5887, -4.8719, -5.8642], [0.8214, -4.4028, -2.4728], [-0.5315, -3.4076, -2.3358], [1.0020, -2.6219, -2.5682], [-1.7907, -1.7386, -3.7023], [-4.2427, -5.2599, 2.3843], [-3.4067, -5.2583, 1.1064], [-2.7866, -3.8148, 0.9878], [-2.2818, -6.2585, 1.3256], [-1.4649, -6.5577, 0.0496], [-2.4561, -7.0907, -1.0024], [-3.6896, -6.1384, -1.2825], [-3.1442, -4.9324, -2.1276], [-4.7072, -6.9772, -1.9966], [-4.2537, -5.6892, 0.0078], [-5.3129, -4.9051, -0.1999], [-4.7437, -6.2267, 2.4332], [-3.6705, -5.1858, 3.3091], [-5.0112, -4.4907, 2.4602], [-2.3656, -3.5673, 1.9623], [-1.9391, -3.7543, 0.3050], [-3.4972, -3.0380, 0.7056], [-1.6333, -5.9252, 2.1358], [-2.8168, -7.1846, 1.5354], [-0.8734, -5.6938, -0.2533], [-0.6269, -7.2436, 0.1736], [-2.7764, -8.0936, -0.7204], [-1.8950, -7.2722, -1.9191], [-3.0770, -5.4055, -3.1073], [-2.2445, -4.4278, -1.7754], [-3.8519, -4.1088, -2.2217], [-5.3763, -6.2918, -2.5168], [-5.1693, -7.6831, -1.3065], [-4.2518, -7.6158, -2.7536], [-4.9202, -4.1441, -0.6337], [3.3241, 0.2507, 7.7957], [3.9694, 0.1791, 6.4284], [3.3082, 1.1291, 5.5388], [2.0959, 0.3904, 5.0296], [0.9853, 1.4135, 4.5414], [4.1640, 1.4637, 4.3730], [5.2849, 2.3850, 4.7454], [2.2861, -0.0696, 7.8855], [3.2523, 1.2389, 8.2500], [3.7233, -0.4226, 8.5543], [5.0361, 0.4010, 6.3953], [3.9172, -0.8171, 5.9891], [2.2490, -0.4192, 4.3159], [1.5605, -0.0227, 5.8844], [1.3065, 1.8344, 3.5887], [0.0301, 0.8993, 4.4348], [0.8866, 2.2715, 5.2064], [3.5033, 1.9753, 3.6731], [4.5497, 0.5513, 3.9183], [5.8164, 2.0776, 5.6459], [4.8607, 3.3145, 5.1253], [5.9301, 2.6546, 3.9092], [-2.1079, -0.5049, -1.1478], [-1.1168, 0.5252, -0.4506], [-0.2175, -0.2233, 0.4071], [1.0950, 0.4069, 0.6099], [2.0568, 0.1865, -0.6035], [-0.9078, -0.4441, 1.6807], [-0.3126, -1.6301, 2.4588], [-2.6358, -1.1209, -0.4198], [-1.5486, -1.1942, -1.7804], [-2.8917, 0.0045, -1.7083], [-0.5781, 1.0959, -1.2071], [-1.6663, 1.2661, 0.1300], [0.9967, 1.4597, 0.8745], [1.5306, -0.1442, 1.4434], [1.7126, 0.7791, -1.4512], [3.0578, 0.5888, -0.4478], [2.1624, -0.8458, -0.9372], [-1.9591, -0.6488, 1.4782], [-0.8224, 0.4069, 2.3564], [0.7128, -1.5182, 2.8110], [-0.3180, -2.5238, 1.8349], [-0.8601, -1.8388, 3.3779]]}